## w
ORCA calculation (the ωB97M-V functional and the def2-TZVPD basis) on C33H55N6OSSbSi3Y as an isolated structure.

Properties
Total charge: +1
Orbital gap: 8.07 eV

Last column: Löwdin charge in e.
Element x y z (Å)
Y (1.393, 0.054, 0.488)  1.323
C (1.717, 3.117, -0.990)  -0.209
C (1.016, 3.315, 0.303)  -0.250
N (1.592, 2.530, 1.384)  -0.081
C (3.024, 2.893, 1.645)  -0.145
C (4.013, 1.726, 1.577)  -0.178
N (3.824, 0.901, 0.386)  -0.139
C (4.315, 1.441, -0.902)  -0.158
C (3.209, 1.314, -1.908)  -0.176
N (1.905, 1.697, -1.289)  -0.131
H (2.626, 3.606, -0.899)  0.082
H (1.178, 3.700, -1.764)  0.123
H (-0.023, 2.983, 0.221)  0.052
H (0.916, 4.415, 0.474)  0.150
H (1.170, 2.758, 2.227)  0.067
H (3.087, 3.344, 2.639)  0.134
H (3.226, 3.624, 0.860)  0.101
H (3.693, 0.949, 2.358)  0.133
H (5.002, 2.153, 1.685)  0.123
H (4.264, 0.017, 0.609)  0.070
H (5.232, 0.895, -1.182)  0.134
H (4.595, 2.503, -0.650)  0.131
H (3.044, 0.260, -2.342)  0.126
H (3.380, 2.053, -2.685)  0.120
H (1.202, 1.400, -1.974)  0.071
S (1.854, -0.857, 5.360)  1.036
C (0.540, 0.261, 5.242)  -0.385
C (0.234, 0.523, 3.915)  -0.236
C (1.073, -0.146, 2.975)  -0.285
C (1.956, -0.913, 3.651)  -0.611
C (2.887, -1.799, 2.963)  -0.303
C (3.466, -2.852, 3.610)  -0.031
C (4.277, -3.735, 2.904)  -0.043
C (4.511, -3.495, 1.556)  -0.052
C (3.901, -2.373, 0.954)  -0.114
N (3.065, -1.565, 1.626)  0.013
H (0.288, 0.891, 6.099)  0.069
H (-0.526, 1.173, 3.549)  0.034
H (3.307, -2.948, 4.662)  0.087
H (4.691, -4.648, 3.345)  0.121
H (5.054, -4.289, 0.988)  0.121
H (4.156, -1.974, -0.042)  0.118
O (1.543, -0.974, -1.426)  -0.310
C (1.302, -2.024, -2.209)  -0.363
C (1.528, -1.922, -3.608)  -0.021
C (1.318, -3.002, -4.455)  -0.080
C (0.814, -4.196, -3.902)  -0.114
C (0.543, -4.276, -2.590)  -0.063
C (0.763, -3.181, -1.711)  -0.089
C (0.382, -3.273, -0.225)  -0.235
N (0.353, -2.270, 0.656)  0.023
C (-0.054, -2.851, 1.828)  -0.135
C (-0.299, -4.197, 1.636)  -0.081
N (0.014, -4.455, 0.351)  0.102
H (1.982, -0.975, -4.067)  0.130
H (1.421, -2.902, -5.564)  0.121
H (0.595, -4.916, -4.690)  0.109
H (0.058, -5.165, -2.166)  0.115
H (-0.298, -2.246, 2.712)  0.108
H (-0.603, -4.994, 2.311)  0.122
H (0.463, -5.256, -0.024)  0.147
C (-2.819, -2.043, -2.677)  -0.184
Si (-3.486, -1.127, -1.183)  0.241
C (-5.217, -0.533, -1.542)  -0.206
C (-3.586, -2.368, 0.130)  -0.231
Sb (-1.868, 0.570, -0.289)  0.903
Si (-3.199, 1.592, 1.631)  0.294
C (-3.172, 0.264, 2.939)  -0.206
C (-4.872, 2.214, 1.074)  -0.205
C (-2.169, 3.028, 2.203)  -0.245
Si (-2.203, 2.252, -2.258)  0.294
C (-0.854, 1.896, -3.486)  -0.226
C (-3.906, 2.165, -2.963)  -0.221
C (-1.771, 4.001, -1.731)  -0.214
H (-3.503, -2.741, -3.129)  0.042
H (-1.923, -2.557, -2.401)  0.003
H (-2.549, -1.367, -3.453)  0.010
H (-5.860, -1.463, -1.626)  0.069
H (-5.338, 0.079, -2.416)  -0.004
H (-5.616, 0.003, -0.686)  0.003
H (-4.366, -3.086, 0.018)  0.033
H (-3.539, -2.010, 1.152)  0.010
H (-2.629, -2.980, 0.066)  0.047
H (-2.575, 0.631, 3.755)  0.012
H (-2.646, -0.581, 2.549)  -0.015
H (-4.094, -0.054, 3.394)  0.042
H (-5.363, 1.297, 0.741)  -0.001
H (-4.862, 2.902, 0.222)  0.032
H (-5.459, 2.632, 1.899)  0.043
H (-1.085, 2.801, 2.394)  0.007
H (-2.581, 3.383, 3.168)  0.047
H (-2.261, 3.922, 1.509)  0.043
H (-0.757, 0.873, -3.958)  0.058
H (0.112, 2.225, -3.160)  -0.016
H (-1.072, 2.634, -4.290)  0.053
H (-4.057, 1.273, -3.632)  0.055
H (-4.165, 3.104, -3.474)  0.045
H (-4.629, 2.048, -2.133)  0.016
H (-0.739, 4.323, -1.571)  0.007
H (-2.263, 4.329, -0.778)  0.033
H (-2.219, 4.643, -2.493)  0.037

## x
ORCA calculation (the ωB97M-V functional and the def2-TZVPD basis) on C33H55N6OSSbSi3Y as an isolated structure.

Properties
Total charge: +1
Orbital gap: 7.58 eV

Last column: Löwdin charge in e.
Element x y z (Å)
Y (1.183, -1.642, -1.468)  1.514
C (4.396, -1.656, 0.106)  -0.192
C (4.600, -0.929, -1.179)  -0.203
N (3.384, -0.302, -1.700)  -0.130
C (3.049, 1.042, -1.083)  -0.151
C (2.468, 0.900, 0.352)  -0.177
N (1.524, -0.262, 0.583)  -0.111
C (1.964, -1.024, 1.737)  -0.242
C (2.540, -2.361, 1.432)  -0.229
N (3.186, -2.450, 0.132)  -0.099
H (4.371, -0.978, 0.959)  0.113
H (5.241, -2.359, 0.129)  0.138
H (4.862, -1.606, -1.999)  0.105
H (5.481, -0.244, -1.195)  0.140
H (3.458, -0.262, -2.702)  0.097
H (2.256, 1.472, -1.813)  0.136
H (3.861, 1.763, -1.033)  0.113
H (1.823, 1.754, 0.507)  0.057
H (3.285, 0.910, 1.127)  0.122
H (0.635, 0.223, 0.793)  -0.002
H (1.200, -1.288, 2.579)  0.155
H (2.727, -0.435, 2.335)  0.121
H (1.719, -3.082, 1.452)  0.110
H (3.252, -2.616, 2.249)  0.142
H (3.395, -3.374, -0.144)  0.096
S (-3.262, -3.183, -0.112)  0.997
C (-3.547, -1.575, -0.574)  -0.462
C (-2.418, -0.906, -0.932)  -0.227
C (-1.198, -1.745, -0.806)  -0.229
C (-1.524, -3.011, -0.312)  -0.545
C (-0.618, -4.140, -0.105)  -0.304
C (-0.779, -5.209, 0.757)  -0.007
C (0.052, -6.294, 0.562)  -0.046
C (1.024, -6.309, -0.415)  -0.060
C (1.259, -5.127, -1.061)  -0.158
N (0.438, -4.074, -0.969)  0.017
H (-4.558, -1.171, -0.679)  0.074
H (-2.515, 0.083, -1.372)  0.069
H (-1.546, -5.255, 1.476)  0.106
H (-0.178, -7.119, 1.154)  0.099
H (1.691, -7.212, -0.559)  0.136
H (2.036, -5.058, -1.846)  0.109
O (0.771, -0.116, -2.938)  -0.255
C (-0.103, -0.476, -3.877)  -0.350
C (-1.412, -0.002, -4.205)  -0.017
C (-2.130, -0.518, -5.227)  -0.075
C (-1.656, -1.539, -6.064)  -0.079
C (-0.422, -2.001, -5.798)  -0.069
C (0.313, -1.462, -4.757)  -0.105
C (1.675, -2.156, -4.644)  -0.227
N (2.319, -2.474, -3.517)  -0.003
C (3.417, -3.238, -3.901)  -0.148
C (3.464, -3.365, -5.247)  -0.066
N (2.299, -2.769, -5.698)  0.099
H (-1.884, 0.731, -3.580)  0.098
H (-3.163, -0.128, -5.358)  0.127
H (-2.269, -1.734, -6.868)  0.084
H (-0.101, -2.917, -6.345)  0.132
H (3.972, -3.789, -3.132)  0.106
H (3.967, -4.001, -5.957)  0.120
H (2.053, -2.424, -6.621)  0.164
C (-2.664, 3.997, -0.960)  -0.248
Si (-3.254, 3.431, 0.681)  0.241
C (-4.100, 4.732, 1.755)  -0.208
C (-4.534, 2.135, 0.465)  -0.233
Sb (-1.143, 2.246, 1.476)  0.901
Si (-1.764, 1.097, 3.722)  0.277
C (-2.322, -0.608, 3.326)  -0.232
C (-3.263, 1.970, 4.433)  -0.212
C (-0.248, 1.018, 4.784)  -0.230
Si (0.017, 4.161, 2.568)  0.190
C (0.300, 5.360, 1.189)  -0.234
C (-1.020, 4.889, 3.898)  -0.225
C (1.753, 3.854, 3.261)  -0.220
H (-3.574, 4.307, -1.502)  0.045
H (-2.320, 3.183, -1.604)  0.026
H (-1.887, 4.751, -0.973)  0.014
H (-4.801, 5.203, 1.011)  0.049
H (-3.406, 5.437, 2.234)  0.004
H (-4.751, 4.343, 2.585)  0.048
H (-5.460, 2.531, 0.002)  0.055
H (-4.782, 1.572, 1.419)  0.056
H (-4.176, 1.356, -0.155)  -0.024
H (-3.316, -0.544, 2.950)  0.015
H (-2.411, -1.136, 4.294)  0.047
H (-1.775, -1.281, 2.670)  0.019
H (-2.916, 2.855, 5.043)  0.045
H (-3.811, 1.280, 5.058)  0.026
H (-3.990, 2.242, 3.675)  0.001
H (0.597, 0.729, 4.154)  0.004
H (-0.298, 0.203, 5.484)  0.021
H (0.181, 1.868, 5.368)  0.046
H (-0.270, 5.134, 0.296)  -0.014
H (1.318, 5.246, 0.793)  0.033
H (0.345, 6.428, 1.442)  0.047
H (-2.040, 5.039, 3.509)  0.005
H (-0.580, 5.839, 4.180)  0.037
H (-1.167, 4.294, 4.795)  0.018
H (2.179, 4.839, 3.674)  0.069
H (2.271, 3.466, 2.368)  0.001
H (1.759, 3.023, 4.007)  0.012

Calculated relative energies: w 0.0; x 110.1, given in kJ/mol

## w
ORCA calculation (the ωB97M-V functional and the def2-TZVPD basis) on an isolated ion of composition C3H2IO3 and charge +1.

Properties
Total charge: +1
Orbital gap: 9.68 eV

Last column: Löwdin charge in e.
Element x y z (Å)
C (0.193, -0.108, 0.787)  -0.556
C (1.201, 0.464, -1.344)  -0.183
C (-1.118, -0.738, 0.117)  -0.244
O (1.374, 0.918, -2.364)  0.419
O (-1.289, -0.734, -1.052)  0.151
O (1.221, 0.111, -0.222)  0.173
I (-0.518, 1.658, 1.716)  1.092
H (0.719, -0.500, 1.577)  0.056
H (-1.783, -1.071, 0.786)  0.093

## x
ORCA calculation (the ωB97M-V functional and the def2-TZVPD basis) on C3H2IO3 as an isolated structure.

Properties
Total charge: +1
Orbital gap: 8.60 eV

Last column: Löwdin charge in e.
Element x y z (Å)
C (-1.176, 0.452, -0.735)  -0.515
C (1.567, -1.123, 1.678)  -0.408
C (-0.006, 0.319, -1.402)  -0.229
O (2.345, -1.576, 2.376)  0.283
O (0.968, 0.278, -1.943)  0.387
O (0.781, -0.700, 0.976)  0.125
I (-0.811, 2.075, 0.685)  1.053
H (-1.662, -0.555, -0.265)  0.192
H (-2.006, 0.831, -1.369)  0.110

Calculated relative energies: w 204.5; x 0.0, given in kJ/mol